# C2H3N3O2

A single C2H3N3O2 molecule in a non-equilibrium geometry (the ωB97M-V functional and the def2-TZVPD basis, the Open Molecules 2025 dataset).

```
10
Properties=species:S:1:pos:R:3
N 0.034 0.198 1.919
C -0.068 0.225 0.647
N 1.133 0.582 0.092
O 1.200 -0.011 -1.208
C -0.095 -0.324 -1.550
O -0.439 -0.724 -2.623
N -0.890 -0.105 -0.414
H 1.670 0.315 0.965
H -0.744 0.380 2.520
H -1.800 -0.536 -0.346
```

For the HOMO energy, the calculation gives -9.894 eV. The SMILES is [H]/N=c1/[nH]oc(=O)[nH]1. The LUMO energy is 0.576 eV. The value obtained for the HOMO-LUMO gap is 0.3848 Eh. The value obtained for the energy relative to the best compared isomer or geometry (same formula, charge and spin) is 241.7 kJ/mol.

---

# C2H6N3

2 unconnected molecules or ions with the total composition C2H6N3 in a non-equilibrium geometry (the ωB97M-V functional and the def2-TZVPD basis, the Open Molecules 2025 dataset).

```
11
Properties=species:S:1:pos:R:3
C -0.199 0.863 0.348
C -1.757 -0.587 -0.612
N 0.357 1.731 0.968
N -1.343 0.427 -0.012
N 1.242 -0.560 -0.060
H -2.883 -0.594 -0.734
H -1.064 -1.298 -0.828
H 1.056 2.388 1.178
H 1.116 -1.418 0.626
H 2.188 -0.168 0.182
H 1.288 -0.783 -1.054
```

As for the net charge: +1. For the HOMO energy, the calculation gives -15.438 eV. The LUMO energy is -5.567 eV. The value obtained for the HOMO-LUMO gap is 0.3627 Eh. The value obtained for the energy relative to the best compared isomer or geometry (same formula, charge and spin) is 303.2 kJ/mol.

---

# C2H4NO3S

2 unconnected molecules or ions with the total composition C2H4NO3S in a non-equilibrium geometry (the ωB97M-V functional and the def2-TZVPD basis, the Open Molecules 2025 dataset).

```
11
Properties=species:S:1:pos:R:3
C -1.061 -0.448 0.768
C -1.156 0.876 0.227
N 1.852 0.938 -0.325
O 1.359 -1.622 -0.132
O 2.849 -0.746 -1.999
O -2.298 0.197 0.688
S 2.014 -0.425 -0.796
H -0.936 -1.261 0.189
H -0.612 -0.432 1.732
H -0.843 1.794 0.624
H -1.167 1.128 -0.976
```

As for the net charge: -1. For the HOMO energy, the calculation gives -4.332 eV. The LUMO energy is 3.913 eV. The value obtained for the HOMO-LUMO gap is 0.3030 Eh. The value obtained for the energy relative to the best compared isomer or geometry (same formula, charge and spin) is 335.5 kJ/mol.

---

# C5H13N

A molecular structure, C5H13N in a non-equilibrium geometry (the ωB97M-V functional and the def2-TZVPD basis, the Open Molecules 2025 dataset).

```
19
Properties=species:S:1:pos:R:3
C 0.853 0.244 -2.810
N 1.402 -0.350 -1.560
C -1.038 -0.221 0.173
C -0.690 -0.659 1.442
C -1.285 1.188 0.914
C 0.567 -0.358 2.163
H -0.043 0.764 -2.465
H 1.580 0.833 -3.364
H 0.485 -0.523 -3.498
H 1.825 -1.246 -1.769
H -1.926 -0.637 -0.299
H 0.568 -0.490 -0.969
H -1.420 -1.193 2.067
H -1.617 1.370 1.948
H -0.509 1.917 0.674
H -2.191 1.445 0.364
H 0.446 -0.072 3.210
H 1.128 -1.276 2.395
H 1.181 0.307 1.558
```

For the HOMO energy, the calculation gives -7.744 eV. The LUMO energy is 0.806 eV. The value obtained for the HOMO-LUMO gap is 0.3142 Eh. The value obtained for the energy relative to the best compared isomer or geometry (same formula, charge and spin) is 452.3 kJ/mol.

---

# C5H10O

A molecular structure, C5H10O in a non-equilibrium geometry (the ωB97M-V functional and the def2-TZVPD basis, the Open Molecules 2025 dataset).

```
16
Properties=species:S:1:pos:R:3
C 1.762 0.162 0.512
C 0.937 0.305 -0.769
C -0.548 0.154 -0.514
C -0.969 -1.224 0.071
C -1.337 1.036 0.348
O -1.482 0.465 -1.447
H 1.655 -0.833 0.958
H 1.460 0.899 1.267
H 2.825 0.316 0.307
H 1.218 -0.468 -1.494
H 1.128 1.274 -1.241
H -0.648 -1.976 -0.644
H -0.539 -1.394 1.061
H -2.066 -1.278 0.148
H -1.857 1.929 0.068
H -1.572 0.636 1.349
```

For the HOMO energy (spin up / spin down), the calculation gives -9.483 / -9.474 eV. The LUMO energy (spin up / spin down) is -0.311 / -0.312 eV. The value obtained for the HOMO-LUMO gap (spin up / spin down) is 0.3371 / 0.3367 Eh. The value obtained for the energy relative to the best compared isomer or geometry (same formula, charge and spin) is 363.3 kJ/mol.

---

# C16H24BFN2O12

2 unconnected molecules or ions with the total composition C16H24BFN2O12 in a non-equilibrium geometry (the ωB97M-V functional and the def2-TZVPD basis, the Open Molecules 2025 dataset).

```
56
Properties=species:S:1:pos:R:3
C 1.256 -1.565 0.424
C 0.505 -2.372 -0.788
N 0.220 -1.572 -2.032
C -0.671 -0.376 -1.794
C -1.997 -0.360 -2.765
N -3.152 0.474 -2.261
F -3.750 0.998 -3.393
C -2.711 1.722 -1.468
O -2.721 1.518 -0.010
C -1.843 2.524 0.630
C -0.491 2.210 1.502
O -2.198 3.835 0.532
C -4.243 -0.288 -1.547
C -3.767 -1.613 -0.720
C -4.755 -1.841 0.611
O -4.038 -2.795 -1.593
C 1.447 -1.255 -2.848
C 3.005 -1.603 -2.485
O 1.230 -0.651 -4.050
H 1.680 -2.322 1.234
H 0.475 -0.889 1.020
H 2.140 -0.874 0.087
H -0.546 -2.741 -0.364
H 1.106 -3.349 -1.041
H -0.966 -0.296 -0.666
H -0.029 0.583 -2.103
H -2.309 -1.466 -3.091
H -1.643 0.153 -3.784
H -3.569 2.524 -1.690
H -1.724 2.203 -1.890
H -0.025 3.215 1.943
H -0.729 1.529 2.449
H 0.375 1.733 0.847
H -4.922 0.387 -0.837
H -4.991 -0.668 -2.396
H -2.680 -1.586 -0.291
H -5.420 -0.907 0.846
H -4.093 -2.068 1.578
H -5.461 -2.768 0.474
H -3.442 -3.556 -1.331
H 3.142 -2.471 -1.689
H 3.680 -1.880 -3.403
H 3.516 -0.648 -1.983
B 4.239 1.475 3.086
O 5.140 1.881 4.169
C 5.451 3.167 3.954
O 6.188 3.822 4.674
C 4.791 3.638 2.765
O 4.868 4.763 2.298
O 4.062 2.650 2.227
O 4.802 0.352 2.330
C 3.923 -0.656 2.420
O 4.082 -1.750 1.901
C 2.791 -0.249 3.210
O 1.819 -0.937 3.480
O 2.953 1.016 3.620
```

For the HOMO energy, the calculation gives -9.247 eV. The LUMO energy is -1.367 eV. The value obtained for the HOMO-LUMO gap is 0.2896 Eh.

---

| no. | calculated total energy (eV) |
| --- | --- |
| 1 | -10685.952 |
| 2 | -6631.944 |
| 3 | -20604.296 |
| 4 | -6881.510 |
| 5 | -7391.000 |
| 6 | -47918.845 |